Entry P
Here is an isolated ion of composition CH4BrN2 and charge +1 from the Open Molecules 2025 dataset. Energies are from ωB97M-V/def2-TZVPD.

## Properties
**HOMO**: -15.790 eV
**SMILES**: NC(=[NH2+])Br
**Orbital gap**: 10.7 eV
**Lowest unoccupied orbital energy**: -0.18612 Ha

Geometry as ORCA input:
```
! wB97M-V def2-TZVPD RIJCOSX def2/J DEFGRID3
* xyz 1 1
N -0.21380 1.27840 0.03291
C 0.37025 0.06668 0.03135
N -0.39945 -1.32866 0.01248
Br 2.24185 -0.06686 0.11957
H -1.24138 1.35915 -0.03184
H 0.43583 2.21568 -0.10848
H -1.39309 -1.36277 0.10470
H 0.19979 -2.16163 -0.16070
*
```

***

Entry Q
Here is a 2-piece molecular cluster, CH4BrN2 overall from the Open Molecules 2025 dataset. Energies are from ωB97M-V/def2-TZVPD.

## Properties
**HOMO**: -15.000 eV
**Orbital gap**: 9.6 eV
**Lowest unoccupied orbital energy**: -0.19675 Ha

Geometry as ORCA input:
```
! wB97M-V def2-TZVPD RIJCOSX def2/J DEFGRID3
* xyz 1 1
C 0.06691 -0.21766 -0.00324
N -1.16378 -0.78703 0.02580
N 0.36273 1.05206 0.15903
Br -2.87273 0.03907 -0.09388
H 0.76602 -0.90050 -0.18497
H -1.37067 -2.15963 0.01240
H 1.34000 1.46668 0.16779
H -0.27926 1.65367 0.60494
*
```

***

Which one is most stable, and which one is least stable? entry P is the most stable of them, while entry Q is the least stable.

***

Entry P
Here is CH4BrN2 as an isolated structure from the Open Molecules 2025 dataset. Energies are from ωB97M-V/def2-TZVPD.

## Properties
**HOMO (alpha / beta)**: -15.149 / -15.148 eV
**Orbital gap (alpha / beta)**: 9.3 / 9.3 eV
**Lowest unoccupied orbital energy (alpha / beta)**: -0.21406 / -0.21407 Ha

Geometry as ORCA input:
```
! wB97M-V def2-TZVPD RIJCOSX def2/J DEFGRID3
* xyz 1 1
C -1.33514 -0.09919 -1.12114
N 1.37368 0.07283 0.95594
N -1.93282 -0.00166 -0.10880
Br 1.14075 0.06896 -0.91780
H -1.47376 -0.12873 -2.17070
H 1.90352 0.83622 1.36607
H -1.44003 0.04581 0.82132
H 1.76381 -0.79425 1.17512
*
```

***

Entry Q
Here is a 2-piece molecular cluster, CH4BrN2 overall from the Open Molecules 2025 dataset. Energies are from ωB97M-V/def2-TZVPD.

## Properties
**HOMO (alpha / beta)**: -14.728 / -14.730 eV
**Orbital gap (alpha / beta)**: 7.5 / 7.5 eV
**Lowest unoccupied orbital energy (alpha / beta)**: -0.26569 / -0.26526 Ha

Geometry as ORCA input:
```
! wB97M-V def2-TZVPD RIJCOSX def2/J DEFGRID3
* xyz 1 1
C 0.21589 0.02297 -0.46803
N -0.18784 0.91374 0.39722
N 0.00738 -1.27841 -0.31319
Br -1.63568 0.79704 1.44907
H 0.89856 0.42003 -1.33208
H 0.54355 2.54688 0.60378
H 0.64926 -1.81188 -0.86031
H -0.49112 -1.61036 0.52354
*
```

***

Which one is most stable, and which one is least stable? entry P is the most stable of them, while entry Q is the least stable.

***

Entry P
Here is one molecule with the formula C10H17N from the Open Molecules 2025 dataset. Energies are from ωB97M-V/def2-TZVPD.

## Properties
**HOMO**: -9.104 eV
**SMILES**: C1N[C@@H]2C[C@@H]3C[C@H]1C[C@@H](C3)C2
**Orbital gap**: 9.9 eV
**Lowest unoccupied orbital energy**: 0.02985 Ha

Geometry as ORCA input:
```
! wB97M-V def2-TZVPD RIJCOSX def2/J DEFGRID3
* xyz 0 1
C 1.64822 1.07446 -0.05800
N 2.19221 -0.24415 0.17292
C 1.04963 -1.19233 0.59260
C 0.14993 -1.82230 -0.51788
C -0.90033 -0.80906 -1.07385
C -0.17474 0.46259 -1.59170
C 0.30653 1.45208 -0.48148
C -0.67044 1.69277 0.63484
C -1.10470 0.29410 1.19092
C -1.83393 -0.34811 -0.00545
C 0.14550 -0.57297 1.62242
H 2.01174 1.74547 0.74083
H 2.21217 1.30713 -1.00939
H 2.38068 -0.58007 -0.93616
H 1.54297 -2.12570 1.04359
H 0.73832 -2.35299 -1.39750
H -0.48895 -2.56282 0.04466
H -1.42489 -1.27835 -1.82307
H -1.00346 0.91312 -2.18323
H 0.76197 0.12089 -2.20364
H 0.31837 2.38923 -1.03321
H -1.52338 2.31383 0.29487
H -0.07429 2.20878 1.33109
H -1.76010 0.34142 2.10161
H -2.54100 0.35727 -0.36245
H -2.28555 -1.26508 0.31368
H -0.28905 -1.48591 2.12107
H 0.61656 -0.03331 2.47192
*
```

***

Entry Q
Here is a 2-piece molecular cluster, C10H17N overall from the Open Molecules 2025 dataset. Energies are from ωB97M-V/def2-TZVPD.

## Properties
**HOMO**: -8.708 eV
**SMILES**: c1ccncc1.CCCCC
**Orbital gap**: 9.4 eV
**Lowest unoccupied orbital energy**: 0.02708 Ha

Geometry as ORCA input:
```
! wB97M-V def2-TZVPD RIJCOSX def2/J DEFGRID3
* xyz 0 1
C -0.82774 -1.02908 1.45800
C 0.45040 -1.21852 0.96707
C 0.83719 -2.57843 0.63113
N 0.00297 -3.55071 0.66591
C -1.24199 -3.34384 1.29754
C -1.72780 -2.07408 1.72530
H -1.35150 -0.01495 1.72115
H 1.26036 -0.40460 0.85637
H 1.96887 -2.79132 0.30791
H -1.83501 -4.22215 1.37614
H -2.66325 -2.15575 2.40333
C 0.91080 -1.01631 -1.39831
C 0.43479 0.35600 -1.64705
C 0.49277 1.30457 -0.48931
C -0.30662 2.58871 -0.84994
C -0.18551 3.64859 0.20331
H 1.71726 -1.07865 -0.68684
H 0.17158 -1.58460 -0.79523
H 0.82025 -1.56258 -2.42271
H -0.63041 0.47007 -2.10533
H 0.99406 0.85785 -2.49094
H 0.37807 0.96572 0.69494
H 1.66670 1.47633 -0.57251
H -1.15576 2.42472 -1.28846
H 0.35038 3.17485 -1.65811
H 0.75212 3.32556 0.97809
H -0.35828 4.69369 0.10060
H -0.92471 3.33892 1.01795
*
```

***

Entry R
Here is a 2-piece molecular cluster, C10H17N overall from the Open Molecules 2025 dataset. Energies are from ωB97M-V/def2-TZVPD.

## Properties
**HOMO**: -9.321 eV
**SMILES**: c1ccncc1.CCCCC
**Orbital gap**: 10.0 eV
**Lowest unoccupied orbital energy**: 0.02595 Ha

Geometry as ORCA input:
```
! wB97M-V def2-TZVPD RIJCOSX def2/J DEFGRID3
* xyz 0 1
C -4.46185 0.80036 -0.25124
C -4.97823 -0.01309 -1.26502
C -5.92855 -1.03903 -1.00573
N -6.07828 -1.30563 0.31589
C -5.74687 -0.48321 1.28631
C -4.93365 0.59698 1.07419
H -4.01253 1.72573 -0.54554
H -4.72027 0.31917 -2.19779
H -6.50178 -1.79408 -1.70500
H -6.08824 -0.84319 2.25103
H -4.35349 1.30602 1.72719
C 1.77871 1.89783 -0.34406
C 2.36873 0.72332 0.47042
C 3.41013 -0.01546 -0.29620
C 4.13836 -1.03709 0.55973
C 5.20794 -1.62122 -0.23053
H 2.36564 2.91835 -0.06467
H 1.66191 1.57219 -1.41771
H 0.71614 1.93170 -0.02270
H 1.68122 -0.01295 0.76000
H 2.72677 1.16100 1.47261
H 2.86182 -0.47647 -1.20247
H 4.33021 0.65292 -0.62330
H 3.34634 -1.72797 0.90913
H 4.76116 -0.57038 1.47928
H 5.68560 -0.52500 -0.29187
H 5.89215 -2.16568 0.42683
H 4.87091 -1.97512 -1.26876
*
```

***

Entry S
Here is a 2-piece molecular cluster, C10H17N overall from the Open Molecules 2025 dataset. Energies are from ωB97M-V/def2-TZVPD.

## Properties
**HOMO**: -9.462 eV
**SMILES**: CC(C)(C)C.c1ccncc1
**Orbital gap**: 10.3 eV
**Lowest unoccupied orbital energy**: 0.03193 Ha

Geometry as ORCA input:
```
! wB97M-V def2-TZVPD RIJCOSX def2/J DEFGRID3
* xyz 0 1
C -3.19083 -0.41408 0.81534
C -1.86184 0.06318 0.05016
C -1.65348 -1.01364 -1.08184
C -0.70524 0.16972 0.96916
C -1.91347 1.36454 -0.65552
H -4.14514 -0.32381 0.29422
H -3.10479 -1.51506 1.17928
H -3.37043 0.39785 1.65683
H -0.88874 -0.68762 -1.76304
H -1.32510 -2.01872 -0.55963
H -2.73032 -1.22873 -1.50093
H 0.20626 0.72728 0.58666
H -0.37417 -0.84687 1.39939
H -1.14350 0.79670 1.75118
H -2.39430 2.17302 0.06463
H -0.81778 1.74009 -0.82896
H -2.36417 1.28436 -1.70867
C 3.97617 -0.27709 0.36176
C 3.56192 1.05078 0.17076
C 2.25282 1.22098 -0.32395
N 1.40430 0.23191 -0.59722
C 1.85097 -1.01762 -0.45815
C 3.11892 -1.32289 0.03928
H 4.95695 -0.50816 0.79699
H 4.18251 1.90693 0.39216
H 1.90385 2.23262 -0.50600
H 1.19285 -1.80181 -0.77245
H 3.37580 -2.38384 0.22854
*
```

***

Which one is most stable, and which one is least stable? entry P is the most stable of them, while entry Q is the least stable.